1.
Below is an isolated molecule of C5H8O, with properties calculated with ωB97M-V/def2-TZVPD.

Computed properties:
Charge: 0
Kohn-Sham gap, eV: 9.80
SMILES: C=C/C=C\CO
LUMO energy, eV: 0.89
F_max, eV Å⁻¹: 0.4

```
14
Properties=species:S:1:pos:R:3:forces:R:3
C -0.0469 1.7069 -1.1269 0.012 -0.038 0.085
C -0.2256 1.7322 0.2000 0.007 0.003 -0.135
C -0.2217 0.6275 1.1725 0.010 -0.123 -0.002
C -0.1004 -0.6875 0.9479 0.013 0.128 0.033
C 0.1528 -1.3206 -0.3894 0.011 0.401 -0.117
O 0.0094 -2.7241 -0.4222 0.003 -0.086 0.169
H 0.1440 0.8074 -1.7024 0.023 0.203 0.161
H -0.0907 2.6292 -1.7002 -0.011 -0.107 0.142
H -0.4079 2.7076 0.6502 0.030 -0.118 -0.075
H -0.3338 0.9455 2.2071 -0.046 -0.079 -0.129
H -0.1255 -1.3682 1.8015 -0.034 0.125 -0.161
H -0.5497 -0.9342 -1.1390 0.113 -0.132 0.185
H 1.1662 -1.0077 -0.6995 -0.157 -0.142 -0.159
H 0.6299 -3.1140 0.2004 0.025 -0.034 0.003
```
Forces are in eV/Å.

Mulliken atomic charge list, values in e, 4 entries: -0.871 0.126 -0.477 0.116

2.
Below is a structure of composition C5H8O, with properties calculated with ωB97M-V/def2-TZVPD.

Computed properties:
Charge: 0
Kohn-Sham gap, eV: 9.12
LUMO energy, eV: 1.10
F_max, eV Å⁻¹: 2.2

```
14
Properties=species:S:1:pos:R:3:forces:R:3
C 1.6908 -0.5199 0.3088 -0.113 -0.169 0.445
C 0.6523 0.5343 -0.1075 -0.603 0.770 -0.776
C -0.5697 0.1002 -0.8625 -0.351 0.075 -0.733
C -1.3543 -0.6843 0.2015 0.984 -0.604 1.766
O -1.9001 0.5093 0.7835 -0.752 0.656 -0.421
C -1.0723 1.2104 -0.0468 1.637 0.153 1.440
H 1.2861 -1.4061 0.8061 -0.103 0.182 0.036
H 2.4704 -0.1341 0.9734 -0.191 0.126 -0.094
H 2.2027 -0.9275 -0.5831 -0.209 0.413 0.095
H 1.1693 1.4038 -0.5012 -0.184 0.006 -0.446
H -0.6778 -0.0850 -1.9240 0.011 0.021 -0.225
H -0.5241 -0.8573 0.9352 -1.229 -1.401 -0.317
H -2.1460 -1.4298 0.0939 0.591 -0.068 -0.399
H -1.2272 2.2860 -0.0773 0.511 -0.161 -0.369
```
Forces are in eV/Å.

Mulliken atomic charge list, values in e, 4 entries: -1.268 -0.440 -0.127 -0.212

3.
Below is an isolated molecule of C5H8O, with properties calculated with ωB97M-V/def2-TZVPD.

Computed properties:
Charge: 0
Kohn-Sham gap, eV: 9.93
SMILES: CC1=CCOC1
LUMO energy, eV: 1.00
F_max, eV Å⁻¹: 1.9

```
14
Properties=species:S:1:pos:R:3:forces:R:3
C -1.8893 0.2794 -0.5438 0.258 0.005 0.070
C -0.4346 0.1384 -0.1187 0.400 0.008 0.029
C 0.6730 0.8552 -0.3385 0.155 0.185 -0.290
C 1.8987 0.2671 0.2099 -0.423 -1.541 0.769
O 1.4166 -1.0110 0.8802 0.477 1.601 -0.688
C -0.0031 -1.1069 0.6971 -0.420 0.764 -0.513
H -2.1353 -0.4379 -1.3414 0.198 0.114 0.182
H -2.1659 1.2739 -0.9143 0.332 -0.172 0.123
H -2.5690 0.0430 0.2879 0.270 0.070 -0.095
H 1.0779 1.7408 -0.8380 -1.782 0.331 -0.421
H 2.3948 1.0433 0.8531 -0.275 -1.228 0.219
H 2.5995 0.0750 -0.6331 -0.209 -0.473 0.662
H -0.5547 -1.1423 1.6617 0.505 0.082 -0.268
H -0.3087 -2.0180 0.1381 0.512 0.252 0.222
```
Forces are in eV/Å.

Mulliken atomic charge list, values in e, 4 entries: -1.291 0.515 -0.313 -0.353

4.
Below is an isolated molecule of C5H8O, with properties calculated with ωB97M-V/def2-TZVPD.

Computed properties:
Charge: 0
Kohn-Sham gap, eV: 10.61
SMILES: CC(=O)C1CC1
LUMO energy, eV: 1.01
F_max, eV Å⁻¹: 0.6

```
14
Properties=species:S:1:pos:R:3:forces:R:3
C -1.8889 0.5752 0.0324 -0.071 -0.087 0.203
C -0.8804 -0.2971 0.7638 0.112 -0.157 0.084
O -1.1450 -0.7622 1.8556 -0.033 0.319 -0.471
C 0.4367 -0.7108 0.1491 -0.048 -0.052 0.046
C 1.1245 -0.1330 -1.0686 -0.065 0.044 -0.082
C 1.6928 0.1165 0.2948 0.094 0.097 0.147
H -1.5727 1.6224 -0.0491 0.104 -0.211 0.049
H -2.0920 0.2120 -0.9820 0.186 -0.010 0.182
H -2.8045 0.5231 0.6278 0.095 0.162 -0.186
H 0.5746 -1.7595 0.3970 0.161 0.058 -0.299
H 0.6689 0.7156 -1.5763 -0.054 -0.175 0.200
H 1.6759 -0.7832 -1.7467 -0.260 -0.011 0.260
H 2.5812 -0.4358 0.5890 -0.142 0.164 -0.059
H 1.6289 1.1167 0.7133 -0.081 -0.143 -0.074
```
Forces are in eV/Å.

Mulliken atomic charge list, values in e, 4 entries: -1.106 0.417 -0.549 0.020

5.
Below is an isolated molecule of C5H8O, with properties calculated with ωB97M-V/def2-TZVPD.

Computed properties:
Charge: 0
Kohn-Sham gap (spin up / spin down), eV: 8.50 / 8.50
LUMO energy (spin up / spin down), eV: -0.17 / -0.17
F_max, eV Å⁻¹: 0.8

```
14
Properties=species:S:1:pos:R:3:forces:R:3
C 1.1046 0.3027 -0.7204 0.183 0.234 -0.226
C 0.6034 0.6072 0.6241 -0.107 -0.812 -0.138
C -0.8065 1.0199 0.8446 0.329 0.129 0.193
O -1.6655 0.6914 -0.1060 0.237 -0.656 -0.085
C -0.7729 -1.3624 -0.6593 0.052 0.499 0.353
C 0.5222 -1.0125 -0.2844 -0.353 0.188 0.470
H 0.5409 0.7557 -1.5324 0.017 -0.043 0.043
H 2.1816 0.3241 -0.8642 -0.096 0.072 0.029
H 1.2979 0.7022 1.4680 -0.152 -0.262 -0.332
H -0.5526 2.1263 0.8321 -0.300 -0.022 -0.045
H -1.0999 0.8180 1.8998 0.055 -0.028 -0.270
H -1.2669 -0.9700 -1.5293 0.115 0.152 -0.087
H -1.2025 -2.2850 -0.2603 0.056 0.365 0.091
H 1.1160 -1.7177 0.2878 -0.035 0.185 0.003
```
Forces are in eV/Å.

Mulliken atomic charge list, values in e, 4 entries: -0.396 -0.261 -0.279 -0.653

6.
Below is an isolated molecule of C5H8O, with properties calculated with ωB97M-V/def2-TZVPD.

Computed properties:
Charge: 0
Kohn-Sham gap, eV: 11.03
SMILES: C[C@H]1C[C@H]2O[C@@H]12
LUMO energy, eV: 1.16
F_max, eV Å⁻¹: 1.4

```
14
Properties=species:S:1:pos:R:3:forces:R:3
C -1.5657 -0.5482 -0.6326 0.099 0.241 0.464
C -0.0302 -0.3362 -0.5418 -0.854 -0.243 -0.361
C 0.5653 1.1087 -0.2920 -0.285 0.007 -0.123
C 1.2633 0.5743 0.9639 0.159 0.058 -0.228
O 0.2459 0.0542 1.8081 -0.144 -0.048 0.023
C 0.7248 -0.7707 0.7408 -0.191 -0.393 -0.200
H -2.0086 -0.1571 0.2759 -0.426 0.042 0.116
H -1.8574 -1.6113 -0.7401 0.431 0.415 0.187
H -2.0164 -0.0369 -1.5037 0.417 -0.010 0.397
H 0.2322 -0.8275 -1.4734 1.356 0.139 0.029
H -0.1993 1.8611 -0.0823 0.127 0.041 0.014
H 1.2606 1.4998 -1.0465 -0.249 -0.350 0.047
H 2.1943 0.8921 1.4357 -0.313 -0.079 -0.199
H 1.1239 -1.7394 1.0360 -0.126 0.180 -0.167
```
Forces are in eV/Å.

Mulliken atomic charge list, values in e, 4 entries: -1.397 0.182 -0.711 -0.211

7.
Below is an isolated molecule of C5H8O, with properties calculated with ωB97M-V/def2-TZVPD.

Computed properties:
Charge: 0
Kohn-Sham gap, eV: 9.31
SMILES: C=C/C(O)=C/C
LUMO energy, eV: 0.70
F_max, eV Å⁻¹: 3.7

```
14
Properties=species:S:1:pos:R:3:forces:R:3
C -1.7539 0.2735 1.9391 0.577 -2.530 1.655
C -1.0378 0.9023 1.0047 0.023 -1.717 -2.277
C -0.3448 0.0724 -0.0953 -0.603 -0.601 2.089
O -0.8206 -1.2207 -0.1891 0.353 -1.265 -0.220
C 0.7242 0.5439 -0.7214 0.003 -0.665 -0.673
C 1.6018 -0.2138 -1.6897 -2.026 -2.193 1.125
H -1.7783 -0.9710 1.8856 0.108 3.673 0.150
H -2.0753 0.6852 2.9498 -0.063 -0.190 -1.874
H -0.9882 1.9115 0.6086 -0.033 0.547 1.458
H -0.2035 -1.9647 0.0882 -0.691 1.919 -0.655
H 1.1883 1.3619 -0.2150 -0.144 1.145 -0.351
H 1.5631 -0.0514 -2.7604 -0.244 0.520 0.005
H 1.3913 -1.3259 -1.5201 0.437 1.315 -0.456
H 2.5335 -0.0033 -1.2848 2.302 0.042 0.025
```
Forces are in eV/Å.

Mulliken atomic charge list, values in e, 4 entries: -0.566 -0.357 0.579 -0.559

8.
Below is an isolated molecule of C5H8O, with properties calculated with ωB97M-V/def2-TZVPD.

Computed properties:
Charge: 0
Kohn-Sham gap, eV: 10.18
SMILES: CC=C=CCO
LUMO energy, eV: 0.93
F_max, eV Å⁻¹: 0.6

```
14
Properties=species:S:1:pos:R:3:forces:R:3
C 2.2773 0.5092 -0.4516 0.135 0.007 0.051
C 1.0145 -0.1950 -0.7978 -0.160 0.032 -0.076
C 0.1202 -0.8963 -0.1601 -0.130 0.250 -0.571
C -1.1350 -1.1616 0.0889 0.112 0.014 0.025
C -1.9719 0.0257 0.5263 -0.346 -0.160 -0.165
O -1.2647 0.9173 1.3635 0.058 -0.067 0.210
H 1.9855 1.5425 -0.2260 0.240 -0.072 0.016
H 2.8204 0.1061 0.4035 -0.104 -0.054 -0.067
H 2.9248 0.5333 -1.3309 0.121 0.014 0.212
H 0.6169 0.0513 -1.7802 0.206 0.094 -0.208
H -1.5959 -2.1113 -0.1522 -0.018 -0.123 0.434
H -2.2367 0.6120 -0.3661 -0.076 -0.147 0.128
H -2.9036 -0.3196 0.9926 0.088 0.077 0.044
H -0.6520 0.3863 1.8901 -0.125 0.134 -0.033
```
Forces are in eV/Å.

Mulliken atomic charge list, values in e, 4 entries: -1.043 0.017 -0.186 -0.372

9.
Below is an isolated molecule of C5H8O, with properties calculated with ωB97M-V/def2-TZVPD.

Computed properties:
Charge: 0
Kohn-Sham gap (spin up / spin down), eV: 7.62 / 7.62
LUMO energy (spin up / spin down), eV: -0.45 / -0.45
F_max, eV Å⁻¹: 1.2

```
14
Properties=species:S:1:pos:R:3:forces:R:3
C -2.7942 0.6036 0.0461 -0.070 -0.055 -0.344
C -1.4797 0.5241 0.4069 0.011 -0.338 0.266
C -0.2672 -0.0812 0.3548 -0.371 -0.096 -0.088
C 0.8220 0.0755 -0.6413 -0.156 0.085 0.177
C 2.1846 -0.4122 -0.1098 0.072 0.275 -0.214
O 2.0683 -1.6481 0.5424 -0.180 -0.018 0.159
H -1.8029 0.7275 1.4612 1.003 0.637 0.360
H -3.4080 1.3554 0.5423 0.025 -0.441 -0.012
H -3.3003 -0.1394 -0.5532 0.040 0.142 -0.463
H 0.5109 -0.6323 -1.4337 -0.087 0.068 0.098
H 0.9122 1.0629 -1.1157 -0.113 -0.099 0.093
H 2.8830 -0.5484 -0.9427 -0.116 0.048 0.096
H 2.6146 0.3564 0.5532 -0.121 -0.116 -0.064
H 1.2673 -1.5682 1.0891 0.064 -0.092 -0.063
```
Forces are in eV/Å.

Mulliken atomic charge list, values in e, 4 entries: -0.744 -0.284 -0.145 -0.040

10.
Below is a cluster of 2 separate species, C5H8O in total, with properties calculated with ωB97M-V/def2-TZVPD.

Computed properties:
Charge: 0
Kohn-Sham gap, eV: 9.72
LUMO energy, eV: 1.03
F_max, eV Å⁻¹: 0.9

```
14
Properties=species:S:1:pos:R:3:forces:R:3
C 2.0688 0.6934 0.3321 0.122 -0.046 0.162
C -0.6358 0.3687 -0.8530 0.380 0.110 0.289
C -0.5373 -1.1541 -0.7937 -0.161 -0.079 -0.098
C -1.7358 -0.6981 -0.0584 -0.569 -0.639 -0.077
O -1.3818 -0.3683 1.2721 -0.011 0.102 -0.097
C -1.1301 0.7187 0.4069 -0.185 0.351 -0.385
H 1.5604 0.1075 1.1060 0.250 0.134 -0.066
H 2.3728 1.6659 0.7253 0.054 -0.178 0.033
H 2.9311 0.1470 -0.0542 -0.025 0.081 0.145
H 1.3600 0.8529 -0.4690 0.232 0.133 -0.186
H 0.1322 -1.7179 -0.1261 -0.092 0.548 -0.218
H -0.6119 -1.5643 -1.7949 -0.147 -0.199 0.198
H -2.7844 -0.7233 -0.3228 0.075 -0.076 0.103
H -1.6083 1.6718 0.6297 0.078 -0.243 0.198
```
Forces are in eV/Å.

Mulliken atomic charge list, values in e, 4 entries: -0.955 -0.575 -0.292 0.028